The following is a quantum chemistry calculation of one molecule with the formula C4H5NO at a distorted geometry, from the Open Molecules 2025 dataset.

SMILES   Cc1ncco1
HOMO level   -0.3380 hartree
Relative energy (zero: lowest compared OMol25 entry of this formula, charge and spin)   10.2 kcal/mol
Orbital gap   10.2544 eV
Energy   -7766.082 eV

Each line ends with the Mulliken charge.
Positions of all 11 atoms, in Å:
C  1.87479  0.01833  0.19604  -0.979
C  0.37102  -0.00137  0.06846  0.645
N  -0.34692  1.06996  0.12658  -0.507
C  -1.63885  0.63316  -0.10729  -0.224
C  -1.65036  -0.70211  -0.29846  -0.157
O  -0.35712  -1.14080  -0.18685  -0.344
H  2.28424  -0.79402  0.80199  0.305
H  2.17368  0.96982  0.66024  0.295
H  2.34710  -0.01984  -0.79354  0.249
H  -2.49719  1.28311  -0.11153  0.372
H  -2.55877  -1.31958  -0.35725  0.346